(1)
Below is a 2-piece molecular cluster, C14H31NO4 overall in a non-equilibrium geometry, with properties calculated with the ωB97M-V functional and the def2-TZVPD basis.

Calculated values
Net charge ... 0
HOMO level ... -9.6314 eV
Energy relative to the best compared isomer or geometry (same formula, charge and spin) ... 0.00 kcal per mole
LUMO energy ... 0.331 eV
Maximum force ... 1.04 eV Å⁻¹
Molar mass ... 277.4 Da
SMILES ... COCCCCCCCCCCCCNC(=O)O.O

Last columns: bonded neighbours and bond lengths (Å).
Positions of all 50 atoms, in Å:
1 C 5.998 -1.965 0.778  O2 1.406, H19 1.097, H20 1.088, H21 1.097
2 O 5.341 -0.732 0.934  C1 1.406, C3 1.420
3 C 4.465 -0.403 -0.134  O2 1.420, C4 1.525, H22 1.095, H23 1.096
4 C 4.514 1.099 -0.395  C3 1.525, C5 1.529, H24 1.093, H25 1.093
5 C 3.462 1.938 0.329  C4 1.529, C6 1.526, H26 1.095, H27 1.094
6 C 2.016 1.566 0.012  C5 1.526, C7 1.535, H28 1.094, H29 1.095
7 C 1.002 2.516 0.666  C6 1.535, C8 1.536, H30 1.095, H31 1.093
8 C -0.312 2.665 -0.115  C7 1.536, C9 1.534, H32 1.093, H33 1.094
9 C -1.463 1.821 0.445  C8 1.534, C10 1.531, H34 1.095, H35 1.096
10 C -2.496 1.440 -0.619  C9 1.531, C11 1.531, H36 1.092, H37 1.095
11 C -3.911 1.245 -0.068  C10 1.531, C12 1.539, H38 1.094, H39 1.095
12 C -4.076 0.225 1.072  C11 1.539, C13 1.530, H40 1.093, H41 1.096
13 C -4.462 -1.196 0.656  C12 1.530, C14 1.532, H42 1.092, H43 1.094
14 C -3.461 -1.902 -0.263  C13 1.532, N15 1.484, H44 1.089, H45 1.088
15 N -2.681 -2.900 0.510  C14 1.484, C16 1.390, H46 1.014
16 C -1.519 -3.355 -0.103  N15 1.390, O17 1.198, O18 1.363
17 O -1.490 -3.908 -1.165  C16 1.198
18 O -0.368 -3.189 0.609  C16 1.363, H47 0.964
19 H 6.491 -2.034 -0.199  C1 1.097
20 H 6.754 -2.032 1.558  C1 1.088
21 H 5.312 -2.815 0.880  C1 1.097
22 H 4.752 -0.958 -1.035  C3 1.095
23 H 3.453 -0.728 0.133  C3 1.096
24 H 4.463 1.297 -1.470  C4 1.093
25 H 5.503 1.425 -0.064  C4 1.093
26 H 3.626 1.880 1.410  C5 1.095
27 H 3.602 2.983 0.036  C5 1.094
28 H 1.823 0.549 0.365  C6 1.094
29 H 1.872 1.561 -1.073  C6 1.095
30 H 0.777 2.150 1.673  C7 1.095
31 H 1.471 3.494 0.798  C7 1.093
32 H -0.620 3.713 -0.108  C8 1.093
33 H -0.156 2.391 -1.163  C8 1.094
34 H -1.964 2.380 1.242  C9 1.095
35 H -1.036 0.919 0.898  C9 1.096
36 H -2.147 0.553 -1.153  C10 1.092
37 H -2.527 2.235 -1.372  C10 1.095
38 H -4.240 2.220 0.305  C11 1.094
39 H -4.595 0.989 -0.884  C11 1.095
40 H -4.867 0.587 1.733  C12 1.093
41 H -3.172 0.203 1.691  C12 1.096
42 H -5.449 -1.185 0.190  C13 1.092
43 H -4.564 -1.803 1.560  C13 1.094
44 H -2.788 -1.188 -0.734  C14 1.089
45 H -3.965 -2.426 -1.072  C14 1.088
46 H -2.462 -2.551 1.436  N15 1.014
47 H -0.397 -2.359 1.098  O18 0.964
48 O -1.971 -1.809 -3.113  H49 0.961, H50 0.969
49 H -1.546 -1.899 -3.971  O48 0.961
50 H -1.992 -2.705 -2.746  O48 0.969

Results of the natural (NBO) charge analysis, in e, for atoms 1 through 2: number 1, C, carries -0.24; number 2, O, carries -0.55

(2)
Below is a 2-piece molecular cluster, C6H10O overall, with properties calculated with the ωB97M-V functional and the def2-TZVPD basis.

Calculated values
Net charge ... 0
HOMO level ... -8.4913 eV
Energy relative to the best compared isomer or geometry (same formula, charge and spin) ... 106.37 kcal per mole
LUMO energy ... 0.869 eV
Maximum force ... 0.32 eV Å⁻¹
Molar mass ... 98.1 Da

Last columns: bonded neighbours and bond lengths (Å).
Positions of all 17 atoms, in Å:
1 C -1.625 0.048 0.437  C2 1.521, H8 1.095, H9 1.096, H10 1.095
2 C -0.212 -0.433 0.729  C1 1.521, C3 1.555, C7 1.566, H11 1.095
3 C 0.318 -1.675 -0.041  C2 1.555, C4 1.533, H12 1.093, H13 1.094
4 C 1.504 -0.845 -0.543  C3 1.533, O5 1.455, C7 1.534, H14 1.091
5 O 1.163 -0.173 -1.788  C4 1.455, C6 1.333
6 C 0.732 0.955 -1.223  O5 1.333, C7 1.534
7 C 0.993 0.405 0.185  C2 1.566, C4 1.534, C6 1.534, H17 1.091
8 H -1.824 1.006 0.928  C1 1.095
9 H -2.357 -0.682 0.801  C1 1.096
10 H -1.788 0.185 -0.638  C1 1.095
11 H -0.087 -0.576 1.807  C2 1.095
12 H 0.604 -2.510 0.604  C3 1.093
13 H -0.321 -2.047 -0.848  C3 1.094
14 H 2.519 -1.244 -0.560  C4 1.091
15 H -0.788 3.504 -0.150  H16 0.748
16 H -0.380 3.051 -0.584  H15 0.748
17 H 1.548 1.031 0.886  C7 1.091

Results of the natural (NBO) charge analysis, in e, for atoms 1 through 2: number 1, C, carries -0.62; number 2, C, carries -0.19